1.
ORCA calculation (wB97M-V/def2-TZVPD) on a structure of composition C13H14INNaO2 at a distorted geometry.

Last column: Löwdin charge in e.
Cartesian coordinates (Å):
C (-0.0260, -0.6667, 2.8947)  -0.134
C (-0.0209, 0.9268, 3.0783)  -0.239
C (0.6087, 1.7458, 1.8465)  -0.171
C (-0.4824, 2.0922, 0.6784)  -0.300
C (-0.0656, 3.4339, -0.0991)  -0.076
C (-0.5055, 0.7858, -0.2687)  -0.093
C (-1.6966, -0.1969, -0.1074)  -0.046
C (-1.7578, -1.4863, -0.9751)  -0.583
I (-3.3830, -2.9113, -0.7963)  0.845
C (-0.6063, -1.7467, -1.9672)  -0.111
C (0.5965, -0.7565, -2.1067)  -0.027
C (0.6753, 0.5370, -1.2775)  0.075
C (1.5700, -1.4076, -3.1866)  -0.299
O (2.4287, -0.8726, -3.8987)  0.139
N (1.1897, -2.8515, -3.0642)  0.053
C (-0.3059, -2.9337, -2.9805)  -0.347
O (-1.0797, -3.7072, -3.5707)  0.098
H (-0.9912, -1.0665, 2.4052)  0.060
H (0.9216, -1.0763, 2.3795)  0.076
H (-0.0148, -1.1350, 3.9525)  0.080
H (-1.0648, 1.3384, 3.2811)  0.110
H (0.6230, 1.1699, 4.0066)  0.114
H (1.1580, 2.6814, 2.2171)  0.115
H (1.3717, 1.0482, 1.3259)  0.107
H (-1.5343, 2.2448, 1.0994)  0.134
H (-0.9730, 4.0783, -0.4047)  0.094
H (0.5127, 4.0846, 0.6598)  0.085
H (0.6240, 3.2771, -0.9936)  0.073
H (-2.4907, 0.0701, 0.6799)  0.119
H (1.5548, 1.2391, -1.4203)  0.119
H (1.6874, -3.3454, -2.2955)  0.051
Na (1.4763, -4.5932, -1.0921)  0.878

As for the total charge: +1. For the orbital gap, the calculation gives 6.77 eV. The spin multiplicity is 1. The LUMO energy is -0.193 hartree.

***

2.
ORCA calculation (wB97M-V/def2-TZVPD) on a cluster of 2 separate species, C4H7NOS in total at a distorted geometry.

Last column: Löwdin charge in e.
Cartesian coordinates (Å):
C (1.5053, 1.3771, -0.4424)  -0.303
C (-1.1477, 1.0635, 0.3446)  -0.111
C (-0.7095, -0.4077, 0.6947)  -0.224
C (0.3854, -0.9059, -0.1534)  -0.644
N (1.6359, 2.4629, -0.8071)  -0.083
O (1.4753, -1.5304, 0.3206)  0.021
S (0.1196, -1.1133, -1.9255)  0.877
H (-0.4436, 1.4138, -0.5428)  0.044
H (-1.0554, 1.8033, 1.0578)  0.051
H (-2.1062, 1.1139, -0.0390)  0.039
H (-1.6299, -1.0492, 0.4856)  0.144
H (-0.3169, -0.3479, 1.7676)  0.144
H (1.5489, -1.5748, 1.2908)  0.144
H (0.7387, -2.3054, -2.0515)  -0.100

The calculation puts the relative energy (zero: lowest compared OMol25 entry of this formula, charge and spin) at 103.4 kcal per mole. As for the total charge: 0. For the orbital gap, the calculation gives 7.96 eV. The spin multiplicity is 1. The LUMO energy is -0.041 hartree.

***

3.
ORCA calculation (wB97M-V/def2-TZVPD) on a cluster of 10 separate species, C16H46O10 in total at a distorted geometry.

Last column: Löwdin charge in e.
Cartesian coordinates (Å):
C (3.2557, -0.5791, 3.7954)  -0.146
O (2.1103, -1.2639, 4.3299)  -0.125
H (3.1935, 0.4752, 4.0651)  0.074
H (4.2418, -0.9332, 4.0957)  0.079
H (3.1539, -0.6228, 2.7110)  0.054
H (2.0701, -0.9873, 5.2483)  0.069
C (-1.1204, 1.5192, -3.0975)  -0.166
O (-0.7604, 1.6628, -4.4647)  -0.104
H (-0.3980, 1.9816, -2.4250)  0.070
H (-2.0525, 2.0183, -2.8325)  0.068
H (-1.2241, 0.4979, -2.7311)  0.069
H (-1.5659, 1.5247, -4.9684)  0.074
C (1.4806, -3.6775, 1.6218)  -0.137
O (2.0187, -4.0561, 0.3856)  -0.138
H (2.2438, -3.7553, 2.3961)  0.085
H (1.2612, -2.6126, 1.5455)  0.054
H (0.7462, -4.4080, 1.9611)  0.093
H (1.2525, -4.2307, -0.1659)  0.020
C (1.7018, 3.3263, 0.1399)  -0.175
O (2.3657, 2.5321, -0.7999)  -0.121
H (1.2426, 2.6838, 0.8912)  0.071
H (2.3452, 4.0640, 0.6194)  0.081
H (0.9146, 3.8845, -0.3669)  0.065
H (3.0912, 2.1180, -0.3269)  0.077
C (-0.3898, -5.7112, -0.9820)  -0.126
O (-0.4139, -4.2988, -1.0808)  -0.142
H (0.3720, -6.0640, -0.2869)  0.083
H (-1.3971, -5.9660, -0.6526)  0.089
H (-0.1794, -6.1900, -1.9384)  0.089
H (-0.6933, -4.0829, -1.9735)  0.098
C (4.3334, -1.8714, -0.4699)  -0.137
O (4.7285, -3.1883, -0.0508)  -0.132
H (3.7230, -1.4755, 0.3418)  0.051
H (5.2655, -1.3106, -0.5388)  0.083
H (3.8142, -1.8424, -1.4278)  0.054
H (3.9441, -3.7257, 0.0815)  0.027
C (2.8304, -0.1417, -3.5506)  -0.166
O (3.4672, 0.5700, -4.5969)  -0.111
H (2.9257, 0.4348, -2.6304)  0.062
H (1.8094, -0.3949, -3.8362)  0.079
H (3.3537, -1.0834, -3.3847)  0.063
H (2.9241, 1.3507, -4.7277)  0.072
C (-1.6807, 4.5323, 2.6674)  -0.009
C (-2.6059, 4.2254, 1.4219)  -0.449
O (-3.7694, 3.9707, 1.6354)  0.047
C (-1.9947, 4.3253, 0.0318)  -0.021
H (-1.5433, 5.6049, 2.8041)  0.074
H (-0.7075, 4.0632, 2.5222)  0.063
H (-2.1696, 4.1859, 3.5779)  0.074
H (-1.4457, 5.2665, 0.0002)  0.085
H (-2.7776, 4.3241, -0.7265)  0.082
H (-1.2913, 3.5044, -0.1076)  0.052
C (-4.7503, 0.8804, 1.8391)  -0.012
C (-4.9370, 0.3329, 0.3779)  -0.465
O (-5.4874, -0.7240, 0.0746)  0.036
C (-4.4764, 1.2881, -0.6760)  -0.039
H (-4.9756, 0.1740, 2.6380)  0.076
H (-5.3617, 1.7770, 1.9415)  0.076
H (-3.6939, 1.1490, 1.8342)  0.058
H (-3.4495, 1.6260, -0.5362)  0.056
H (-5.1937, 2.1051, -0.7541)  0.095
H (-4.5037, 0.8369, -1.6679)  0.078
C (0.7573, -0.7021, -0.1235)  -0.007
C (-0.6810, -0.3761, 0.3693)  -0.416
O (-1.0324, 0.7960, 0.4978)  0.024
C (-1.6867, -1.5054, 0.2861)  -0.009
H (1.1564, 0.0827, -0.7662)  0.064
H (0.7092, -1.6829, -0.5966)  0.068
H (1.4257, -0.7316, 0.7370)  0.059
H (-1.1794, -2.4589, 0.4332)  0.051
H (-2.1624, -1.6034, -0.6897)  0.096
H (-2.4782, -1.4372, 1.0323)  0.084

The calculation puts the relative energy (zero: lowest compared OMol25 entry of this formula, charge and spin) at 28.6 kcal per mole. As for the total charge: 0. For the orbital gap, the calculation gives 9.54 eV. The spin multiplicity is 1. The LUMO energy is 0.007 hartree. Its SMILES is CC(C)=O.CC(C)=O.CC(C)=O.CO.CO.CO.CO.CO.CO.CO.

***

4.
ORCA calculation (wB97M-V/def2-TZVPD) on a structure of composition C46H38N2P3ReS3.

Last column: Löwdin charge in e.
Cartesian coordinates (Å):
Re (0.7135, -0.7512, 0.4990)  0.963
S (-0.4093, -1.6249, -1.4955)  0.308
P (-1.9063, -0.6182, -0.5174)  0.480
C (-1.2800, -0.5425, 1.0727)  -0.712
P (-1.3874, -1.8943, 2.1203)  0.502
S (0.4847, -2.7310, 1.9378)  0.323
C (-2.6290, -3.1492, 1.7592)  -0.351
C (-2.2956, -4.2966, 1.0456)  -0.101
C (-3.2739, -5.2379, 0.7622)  -0.068
C (-4.5810, -5.0272, 1.1753)  -0.069
C (-4.9183, -3.8760, 1.8762)  -0.066
C (-3.9430, -2.9403, 2.1772)  -0.078
C (-1.6872, -1.3922, 3.8209)  -0.358
C (-1.6768, -2.3553, 4.8297)  -0.082
C (-1.8993, -1.9792, 6.1420)  -0.066
C (-2.1332, -0.6425, 6.4500)  -0.069
C (-2.1406, 0.3153, 5.4482)  -0.071
C (-1.9146, -0.0570, 4.1288)  -0.084
C (-2.0224, 1.0654, -1.1727)  -0.366
C (-1.5933, 2.1616, -0.4363)  -0.100
C (-1.6650, 3.4369, -0.9793)  -0.067
C (-2.1836, 3.6206, -2.2526)  -0.068
C (-2.6355, 2.5291, -2.9844)  -0.087
C (-2.5506, 1.2545, -2.4498)  -0.086
C (-3.5556, -1.2750, -0.8021)  -0.355
C (-3.7605, -2.4572, -1.4990)  -0.092
C (-5.0557, -2.9109, -1.7126)  -0.067
C (-6.1333, -2.1900, -1.2236)  -0.068
C (-5.9280, -1.0081, -0.5190)  -0.067
C (-4.6409, -0.5461, -0.3121)  -0.081
H (-1.2733, -4.4528, 0.7252)  0.074
H (-3.0130, -6.1379, 0.2211)  0.111
H (-5.3426, -5.7642, 0.9553)  0.111
H (-5.9385, -3.7146, 2.1984)  0.112
H (-4.2005, -2.0528, 2.7438)  0.117
H (-1.4950, -3.3963, 4.5865)  0.115
H (-1.8933, -2.7238, 6.9268)  0.110
H (-2.3116, -0.3516, 7.4769)  0.109
H (-2.3260, 1.3532, 5.6922)  0.107
H (-1.9139, 0.6752, 3.3303)  0.091
H (-1.2237, 2.0039, 0.5693)  0.074
H (-1.3282, 4.2902, -0.4047)  0.107
H (-2.2471, 4.6156, -2.6732)  0.111
H (-3.0571, 2.6750, -3.9705)  0.112
H (-2.8998, 0.4031, -3.0236)  0.119
H (-2.9118, -3.0182, -1.8715)  0.088
H (-5.2199, -3.8296, -2.2600)  0.113
H (-7.1411, -2.5465, -1.3927)  0.110
H (-6.7721, -0.4459, -0.1424)  0.110
H (-4.4763, 0.3852, 0.2186)  0.117
N (1.7240, 0.4663, -0.5263)  -0.420
P (2.8553, 1.0321, -1.4458)  0.806
C (3.6237, 2.4882, -0.6945)  -0.294
C (4.2896, 2.3179, 0.5220)  -0.108
C (4.8353, 3.4078, 1.1763)  -0.081
C (4.7102, 4.6803, 0.6280)  -0.070
C (4.0427, 4.8572, -0.5731)  -0.067
C (3.5012, 3.7622, -1.2370)  -0.062
C (2.3019, 1.5312, -3.0833)  -0.295
C (3.2152, 1.7522, -4.1139)  -0.073
C (2.7658, 2.1437, -5.3636)  -0.067
C (1.4034, 2.3062, -5.5896)  -0.065
C (0.4941, 2.0809, -4.5676)  -0.060
C (0.9409, 1.6958, -3.3112)  -0.067
C (4.1841, -0.1596, -1.7089)  -0.292
C (3.8509, -1.5032, -1.8650)  -0.080
C (4.8394, -2.4429, -2.1052)  -0.067
C (6.1672, -2.0449, -2.1925)  -0.068
C (6.5057, -0.7082, -2.0436)  -0.067
C (5.5170, 0.2353, -1.8012)  -0.085
H (4.3845, 1.3248, 0.9496)  0.114
H (5.3626, 3.2699, 2.1115)  0.108
H (5.1379, 5.5331, 1.1389)  0.109
H (3.9465, 5.8470, -0.9992)  0.109
H (2.9853, 3.9028, -2.1786)  0.106
H (4.2763, 1.6086, -3.9466)  0.108
H (3.4741, 2.3122, -6.1636)  0.109
H (1.0514, 2.6037, -6.5688)  0.109
H (-0.5663, 2.1999, -4.7469)  0.092
H (0.2388, 1.5091, -2.5076)  0.071
H (2.8126, -1.8124, -1.8024)  0.079
H (4.5751, -3.4853, -2.2234)  0.110
H (6.9402, -2.7795, -2.3762)  0.109
H (7.5401, -0.3989, -2.1116)  0.110
H (5.7877, 1.2764, -1.6771)  0.108
S (2.0666, 2.3084, 3.6976)  1.073
C (2.5188, 0.7646, 4.2738)  -0.358
C (2.1284, -0.1922, 3.3993)  -0.236
N (1.4933, 0.2964, 2.2811)  -0.196
C (1.4101, 1.6050, 2.3110)  -0.490
H (3.0267, 0.6343, 5.2141)  0.079
H (2.2471, -1.2563, 3.5195)  0.077
H (0.9813, 2.1820, 1.5066)  0.071

The calculation puts the relative energy (zero: lowest compared OMol25 entry of this formula, charge and spin) at 0.0 kcal per mole. As for the total charge: +1. For the orbital gap (alpha / beta), the calculation gives 7.40 / 7.56 eV. The spin multiplicity is 4. The LUMO energy (alpha / beta) is -0.079 / -0.106 hartree.

***

5.
ORCA calculation (wB97M-V/def2-TZVPD) on a cluster of 2 separate species, C3H3NO in total at a distorted geometry.

Last column: Löwdin charge in e.
Cartesian coordinates (Å):
C (0.6843, 0.6096, 0.9473)  -0.545
C (-0.9049, -0.4221, -0.2245)  -0.177
C (0.5428, -0.5485, 0.0426)  0.069
N (-0.3165, 0.8442, 0.0907)  0.121
O (1.3681, 1.1006, 1.7640)  0.153
H (-1.2374, -0.5320, -1.2513)  0.102
H (-1.6194, -0.8029, 0.5026)  0.111
H (1.4830, -0.2489, -1.8713)  0.165

The calculation puts the relative energy (zero: lowest compared OMol25 entry of this formula, charge and spin) at 148.5 kcal per mole. As for the total charge: 0. For the orbital gap (alpha / beta), the calculation gives 8.74 / 9.02 eV. The spin multiplicity is 1. The LUMO energy (alpha / beta) is -0.031 / -0.045 hartree.

***

What calculated total energy values result from the calculations? In sequence: -1168.54967, -684.64231, -1389.45586, -4182.01575, -245.85489 Eh.